1.
C17H24BrCl3N3O4SbSe4Tc as an isolated structure, computed with the ωB97M-V functional and the def2-TZVPD basis.

Summary:
<S²> = 0.76
Total charge = -2
HOMO energy (alpha / beta) = -0.056 / -0.062 Eh
Molar mass = 1056.26 g mol⁻¹
Multiplicity = 2

Each line ends with the Löwdin charge.
CARTESIAN COORDINATES (ANGSTROEM)
Tc 0.10 0.14 0.21  0.94
O -0.07 -0.18 6.53  0.06
C -0.09 0.08 5.20  -0.31
C -1.18 -0.21 4.40  -0.01
C -1.08 0.05 3.06  -0.23
N 0.01 0.56 2.46  -0.09
C 1.01 0.91 3.26  -0.69
Br 2.47 1.88 2.56  0.80
C 1.02 0.67 4.62  -0.06
H -0.88 -0.65 6.75  0.11
H -2.09 -0.67 4.76  0.07
H -1.93 -0.14 2.42  -0.05
H 1.87 0.96 5.23  0.10
Se -3.81 -2.32 2.85  -0.26
Sb -2.65 -2.27 0.70  -0.27
Se -2.44 0.11 -0.16  0.06
Se -0.12 -2.34 0.95  0.02
Se -3.55 -3.78 -0.95  -0.26
O 0.28 -0.24 -1.88  -0.11
C 0.69 -1.05 -2.69  -0.46
C 1.18 -2.43 -2.42  -0.12
C 0.00 -3.39 -2.69  -0.19
C -0.87 -3.15 -3.94  -0.21
C -1.68 -1.84 -3.93  -0.19
C -0.88 -0.62 -4.41  -0.18
N 0.54 -0.75 -4.03  0.06
H 1.51 -2.52 -1.39  0.06
H 2.03 -2.63 -3.08  0.12
H -0.66 -3.36 -1.83  0.03
H 0.40 -4.41 -2.73  0.11
H -1.59 -3.97 -3.95  0.10
H -0.28 -3.24 -4.86  0.10
H -2.05 -1.67 -2.92  0.06
H -2.57 -1.95 -4.56  0.11
H -1.27 0.30 -3.97  0.11
H -0.91 -0.52 -5.50  0.11
H 0.96 -1.49 -4.58  0.11
Cl 5.61 0.72 0.29  0.54
C 4.68 -0.80 0.19  -1.49
Cl 4.56 -1.50 1.81  0.56
Cl 5.57 -1.93 -0.86  0.55
C 3.26 -0.44 -0.45  -0.82
O 3.26 -0.33 -1.67  -0.02
O 2.36 -0.33 0.41  -0.26
C -1.18 3.41 1.04  -0.07
C -0.28 3.14 -0.18  -0.73
C -1.11 3.15 -1.47  -0.08
C 0.82 4.20 -0.27  -0.08
N 0.34 1.85 -0.04  -0.18
H -1.67 4.39 0.94  0.08
H -0.57 3.42 1.95  0.07
H -1.93 2.63 1.13  0.03
H -1.52 4.15 -1.64  0.07
H -1.93 2.43 -1.41  0.00
H -0.47 2.88 -2.32  0.08
H 0.39 5.20 -0.39  0.07
H 1.47 4.00 -1.12  0.08
H 1.43 4.19 0.64  0.04



2.
C17H24Cl2O2Ru as an isolated structure at a distorted geometry, computed with the ωB97M-V functional and the def2-TZVPD basis.

Summary:
<S²> = 6.06
Total charge = -2
HOMO energy (alpha / beta) = 0.072 / -0.019 Eh
Molar mass = 432.35 g mol⁻¹
Multiplicity = 5

Each line ends with the Löwdin charge.
CARTESIAN COORDINATES (ANGSTROEM)
C 2.07 1.53 0.81  -0.22
C 1.66 2.57 -0.08  -0.25
C 1.70 2.05 -1.40  -0.32
C 1.28 3.96 0.23  -0.07
C 2.07 0.67 -1.35  -0.22
C 2.34 0.37 0.03  -0.26
C 3.02 -0.85 0.54  -0.09
C 2.25 1.62 2.27  -0.06
C 1.45 2.88 -2.61  -0.11
C 2.29 -0.22 -2.51  -0.05
Ru -0.75 -0.32 0.25  0.88
Cl -1.14 1.26 -1.30  -0.01
Cl -1.31 1.49 1.59  -0.16
O 0.54 -1.70 -0.17  -0.49
H 1.05 4.11 1.29  0.06
H 0.40 4.29 -0.35  0.08
H 2.10 4.64 -0.05  0.07
H 0.44 3.31 -2.64  0.05
H 1.59 2.30 -3.53  0.06
H 2.16 3.72 -2.59  0.07
H 1.60 0.01 -3.34  0.08
H 2.18 -1.30 -2.27  0.06
H 3.33 -0.07 -2.88  0.09
H 2.94 -1.69 -0.17  0.06
H 2.59 -1.18 1.50  0.07
H 4.10 -0.65 0.69  0.07
H 1.74 2.51 2.66  0.06
H 3.33 1.71 2.52  0.08
H 1.86 0.73 2.78  0.07
H 0.76 -1.80 -1.13  -0.02
O 0.01 -0.92 2.16  -0.54
H 0.35 -1.79 1.85  -0.07
C -2.02 -1.41 -0.93  -0.36
C -2.85 -1.90 0.17  -0.37
C -3.79 -1.11 0.85  -0.09
C -4.85 -1.75 1.50  -0.14
C -4.92 -3.15 1.55  -0.18
C -3.87 -3.91 1.01  -0.15
C -2.80 -3.29 0.38  -0.09
H -1.47 -2.25 -1.40  0.04
H -2.47 -0.78 -1.69  0.00
H -3.67 -0.03 0.85  0.06
H -5.65 -1.16 1.95  0.08
H -5.81 -3.67 1.93  0.06
H -3.91 -5.00 1.09  0.07
H -1.94 -3.83 -0.05  0.10



3.
C17H24Cl2O2W as an isolated structure at a distorted geometry, computed with the ωB97M-V functional and the def2-TZVPD basis.

Summary:
<S²> = 2.01
Total charge = -2
HOMO energy (alpha / beta) = 0.018 / -0.034 Eh
Molar mass = 515.12 g mol⁻¹
Multiplicity = 3

Each line ends with the Löwdin charge.
CARTESIAN COORDINATES (ANGSTROEM)
C 0.32 -1.17 -1.95  -0.36
C 1.17 -0.01 -2.01  -0.38
C 0.34 1.15 -2.00  -0.33
C 2.63 -0.01 -2.29  -0.09
C -1.02 0.72 -2.02  -0.30
C -1.04 -0.70 -1.95  -0.31
C -2.27 -1.54 -1.86  -0.06
C 0.74 -2.59 -1.95  -0.07
C 0.80 2.53 -2.29  -0.04
C -2.21 1.60 -2.13  -0.06
W 0.09 -0.05 0.06  1.32
Cl 4.37 1.68 0.66  -0.54
Cl 2.15 -0.89 0.77  0.13
O -1.60 0.81 0.51  -0.45
H 3.09 -0.97 -2.04  0.06
H 3.17 0.76 -1.72  0.02
H 2.79 0.17 -3.37  0.08
H 1.77 2.75 -1.84  0.08
H 0.10 3.29 -1.93  0.07
H 0.89 2.65 -3.38  0.08
H -2.07 2.57 -1.62  0.08
H -3.10 1.13 -1.70  0.06
H -2.41 1.81 -3.19  0.08
H -3.07 -1.02 -1.31  0.07
H -2.07 -2.49 -1.35  0.06
H -2.63 -1.76 -2.87  0.07
H 1.71 -2.72 -1.45  0.05
H 0.84 -2.95 -2.98  0.07
H 0.01 -3.22 -1.44  0.06
H -1.86 1.64 0.95  0.01
O -0.67 -1.75 0.73  -0.47
H -1.46 -1.70 1.29  -0.01
C 0.88 1.71 1.36  -0.30
C 0.99 1.21 2.74  -0.37
C -0.13 0.76 3.48  -0.08
C 0.07 0.26 4.77  -0.14
C 1.33 0.24 5.36  -0.16
C 2.44 0.73 4.62  -0.12
C 2.26 1.17 3.32  -0.11
H 0.12 2.50 1.24  0.04
H 1.87 1.98 0.95  -0.04
H -1.14 0.78 3.05  0.09
H -0.78 -0.16 5.33  0.08
H 1.49 -0.16 6.36  0.07
H 3.44 0.70 5.05  0.08
H 3.12 1.48 2.72  -0.01



4.
C17H24ClN3OS as an isolated structure at a distorted geometry, computed with the ωB97M-V functional and the def2-TZVPD basis.

Summary:
HOMO energy = -0.291 Eh
Molar mass = 353.92 g mol⁻¹
Multiplicity = 1

Each line ends with the Löwdin charge.
CARTESIAN COORDINATES (ANGSTROEM)
S -3.37 -1.78 -0.81  0.68
C -2.16 -1.47 0.30  -0.75
N -0.90 -1.85 0.24  -0.14
C -0.45 -2.56 -0.96  -0.18
C 0.89 -2.07 -1.34  -0.10
N 1.68 -2.21 0.01  -0.13
C 1.08 -1.65 1.31  -0.13
C -0.22 -2.13 1.29  -0.35
H -0.71 -1.74 2.22  0.16
H -0.02 -3.28 1.52  0.19
H 1.77 -1.54 2.01  0.02
H 0.96 -0.33 0.95  0.19
C 3.15 -1.98 -0.38  -0.01
C 3.43 -0.25 -0.49  -0.18
C 3.75 0.53 0.36  -0.51
C 3.87 1.87 0.36  -0.11
C 3.80 2.23 -0.99  -0.11
C 3.39 1.48 -1.99  -0.21
C 3.36 0.29 -1.87  -0.10
H 2.97 -0.44 -2.50  0.09
H 3.25 1.90 -3.16  0.20
H 3.78 3.54 -1.08  0.19
H 4.22 2.67 1.10  0.14
Cl 3.98 0.04 2.28  0.45
H 3.46 -2.22 -1.38  0.08
H 3.77 -2.12 0.60  0.11
H 1.32 -2.55 -2.07  0.05
H 0.77 -0.65 -1.42  0.22
H -1.26 -2.38 -1.65  0.04
H -0.35 -3.64 -0.72  0.15
N -2.70 -0.63 1.35  -0.05
H -3.74 -0.57 1.25  0.10
C -1.98 0.46 1.93  -0.12
H -0.95 0.20 1.74  0.07
H -2.26 0.44 2.98  0.12
C -2.44 1.92 1.24  -0.05
C -1.99 1.81 -0.43  -0.07
H -1.11 2.41 -0.10  0.11
C -3.25 2.48 -0.93  -0.16
H -3.41 2.30 -1.91  0.06
C -4.29 1.75 0.02  -0.38
H -5.42 2.50 0.10  0.17
H -4.70 0.78 -0.47  0.10
O -3.95 1.64 1.23  -0.12
H -3.32 3.58 -0.91  0.12
H -1.69 0.74 -0.67  0.10
H -2.02 2.46 1.83  0.02



5.
C17H24FIN5S as an isolated structure at a distorted geometry, computed with the ωB97M-V functional and the def2-TZVPD basis.

Summary:
Total charge = +1
HOMO energy = -0.362 Eh
Molar mass = 476.38 g mol⁻¹
Multiplicity = 1

Each line ends with the Löwdin charge.
CARTESIAN COORDINATES (ANGSTROEM)
C -2.52 -0.23 -3.17  -0.10
C -3.55 0.91 -3.60  -0.26
N -4.26 1.55 -2.48  -0.01
C -3.45 2.40 -1.68  -0.18
C -2.04 2.71 -1.89  0.02
C -1.30 3.59 -0.92  -0.14
C 0.24 3.87 -1.16  -0.19
C 1.02 2.88 -0.18  -0.78
C 0.74 1.37 -0.55  -0.17
I 3.13 3.34 0.00  0.76
C -1.90 4.18 0.24  -0.14
F -1.12 4.97 1.07  0.04
C -3.36 3.93 0.49  -0.27
N -4.05 4.46 1.57  -0.21
S -5.59 3.84 1.29  0.97
N -5.44 2.93 -0.09  -0.24
C -4.11 3.04 -0.48  -0.24
H -2.49 -0.31 -2.05  0.07
H -1.49 0.12 -3.48  0.06
H -2.68 -1.21 -3.69  0.07
H -4.34 0.41 -4.23  0.12
H -3.09 1.68 -4.29  0.12
H -4.79 0.88 -1.92  0.13
H -1.51 2.26 -2.76  0.10
H 0.50 3.66 -2.24  0.12
H 0.49 4.95 -0.95  0.11
H 0.56 3.03 0.85  0.08
H 1.26 0.70 0.20  0.03
H 1.03 1.13 -1.61  0.09
H -0.36 1.12 -0.47  0.08
C 3.21 -5.95 3.30  -0.07
C 2.51 -5.60 2.00  -0.16
N 2.61 -4.18 1.63  -0.04
C 2.18 -3.66 0.42  0.01
C 2.39 -2.32 0.47  0.01
N 2.94 -2.05 1.71  -0.08
C 3.09 -3.19 2.38  -0.01
C 3.31 -0.73 2.22  0.03
H 2.79 -5.38 4.13  0.08
H 3.08 -7.01 3.52  0.09
H 4.28 -5.73 3.23  0.09
H 1.44 -5.84 2.07  0.14
H 2.93 -6.19 1.18  0.14
H 1.78 -4.32 -0.32  0.14
H 2.20 -1.51 -0.21  0.13
H 3.51 -3.28 3.37  0.17
H 4.38 -0.72 2.43  0.11
H 2.76 -0.54 3.14  0.11
H 3.07 0.04 1.49  0.07



6.
A single C17H24N2O6S molecule at a distorted geometry, computed with the ωB97M-V functional and the def2-TZVPD basis.

Summary:
HOMO energy = -0.218 Eh
Molar mass = 384.45 g mol⁻¹
Multiplicity = 1

Each line ends with the Löwdin charge.
CARTESIAN COORDINATES (ANGSTROEM)
C -4.90 0.64 2.56  -0.09
C -3.69 -0.25 2.63  -0.24
O -2.61 0.54 3.23  -0.01
C -1.55 -0.30 3.32  -0.58
N -0.52 0.10 4.12  0.01
N 0.01 1.28 4.28  -0.07
C 0.16 2.09 3.07  -0.51
O 0.07 1.63 1.95  0.12
O 0.41 3.39 3.31  -0.08
C 1.03 4.12 2.16  -0.17
C 0.54 5.55 2.13  -0.07
O -1.55 -1.40 2.75  0.00
H -5.78 0.00 2.40  0.07
H -5.04 1.20 3.49  0.08
H -4.83 1.34 1.73  0.07
H -3.88 -1.11 3.28  0.12
H -3.36 -0.60 1.64  0.13
H 2.11 4.02 2.36  0.12
H 0.73 3.62 1.23  0.12
H 1.32 6.21 1.72  0.08
H -0.31 5.62 1.43  0.08
H 0.25 5.95 3.11  0.08
C -1.35 -4.98 9.05  -0.06
O -1.23 -4.78 7.62  -0.10
C -0.54 -3.71 7.13  -0.26
C -0.46 -3.61 5.72  0.02
C 0.24 -2.57 5.12  -0.02
C 0.81 -1.56 5.89  -0.18
C 1.61 -0.44 5.25  -0.33
C 1.11 0.97 5.38  -0.28
S 2.46 2.15 5.00  1.16
C 1.67 3.53 5.87  -0.23
C 3.76 1.73 6.15  -0.24
O 2.71 -0.67 4.71  0.06
C 0.69 -1.63 7.29  -0.05
C 0.04 -2.68 7.92  -0.02
H -1.85 -5.94 9.12  0.09
H -0.36 -5.01 9.54  0.09
H -1.95 -4.18 9.51  0.09
H -0.92 -4.39 5.10  0.12
H 0.30 -2.56 4.03  0.12
H 0.57 1.09 6.36  0.16
H 2.23 4.42 5.57  0.07
H 0.64 3.60 5.54  0.06
H 1.75 3.35 6.94  0.06
H 4.55 2.44 5.91  0.07
H 3.43 1.86 7.18  0.07
H 4.08 0.70 5.95  0.06
H 1.18 -0.84 7.86  0.10
H -0.01 -2.69 9.01  0.10